1.
# C22H76N2O16

A cluster of 16 separate species, C22H76N2O16 in total in a non-equilibrium geometry (ωB97M-V/def2-TZVPD, OMol25).

Last column: Mulliken charge in e.
CARTESIAN COORDINATES (ANGSTROEM)
C (11.72755, 13.77138, -3.90411)  -0.16
C (12.08886, 13.04279, -2.60811)  -0.34
O (11.22494, 13.38466, -1.54685)  -0.52
H (11.62039, 14.84938, -3.89512)  0.46
H (10.65942, 13.40199, -4.14229)  -0.23
H (12.30002, 13.49215, -4.84563)  0.06
H (13.14824, 13.15295, -2.37390)  0.43
H (12.03907, 11.95641, -2.85790)  0.03
H (11.46417, 12.88714, -0.74946)  0.30
C (8.70782, 16.98523, -6.58965)  -1.06
C (9.88757, 16.42609, -5.91250)  0.49
O (10.22732, 17.28723, -4.88739)  -0.58
H (8.90084, 17.81006, -7.18465)  0.49
H (7.87206, 17.25001, -5.97779)  0.38
H (8.37905, 16.07321, -7.17644)  -0.03
H (10.69209, 16.24799, -6.60654)  0.52
H (9.69136, 15.50511, -5.42853)  -0.37
H (11.15414, 17.50435, -4.84525)  0.32
C (9.70949, 7.23588, -5.80182)  -1.44
C (9.93956, 7.14707, -7.33248)  -0.65
O (11.37232, 7.13949, -7.52996)  -0.58
H (8.72658, 7.70594, -5.61987)  0.04
H (10.45928, 7.74991, -5.23401)  0.57
H (9.62256, 6.24285, -5.51043)  0.52
H (9.38550, 7.91271, -7.86905)  0.22
H (9.61415, 6.23131, -7.68653)  0.81
H (11.47802, 6.42875, -8.18978)  0.36
C (9.04566, 12.60864, -6.35837)  0.90
C (8.63274, 11.62934, -7.41523)  2.04
O (8.29631, 10.38656, -6.74460)  3.88
H (8.19081, 12.85753, -5.71946)  -0.44
H (9.27171, 13.52289, -6.90223)  0.27
H (9.90238, 12.25591, -5.78710)  -1.64
H (9.49107, 11.58295, -8.15047)  -0.92
H (7.74245, 12.06249, -7.93697)  -0.85
H (8.05622, 9.80500, -7.46179)  -1.21
C (5.25302, 11.86591, -4.96417)  -0.21
C (5.69352, 11.27607, -3.61295)  -0.19
O (4.67768, 11.22186, -2.64947)  -0.60
H (4.84653, 12.84109, -4.92919)  0.48
H (4.52854, 11.16398, -5.35193)  0.53
H (6.11310, 11.86585, -5.56309)  -0.57
H (6.47366, 11.94562, -3.24799)  -0.09
H (6.14046, 10.34415, -3.92575)  0.16
H (4.98604, 11.93157, -2.06382)  0.42
C (10.02842, 9.70053, -2.36094)  -1.55
C (8.99350, 10.46664, -3.22392)  1.18
O (8.39322, 9.53589, -4.11642)  -0.64
H (10.54926, 10.26203, -1.58875)  0.24
H (10.76781, 9.24615, -3.00722)  0.31
H (9.57707, 8.89842, -1.83520)  0.49
H (9.48810, 11.16648, -3.86669)  -0.79
H (8.26624, 11.01233, -2.64718)  0.30
H (8.20889, 10.03630, -4.86025)  -0.59
C (12.55894, 9.59206, -10.10087)  0.52
O (12.57203, 9.86867, -11.45275)  -0.75
N (12.88371, 8.48317, -9.60872)  -0.24
N (12.06407, 10.38100, -9.13021)  0.10
H (13.22072, 7.69226, -10.07701)  0.21
H (12.71993, 8.27434, -8.60139)  0.21
H (11.44941, 11.05566, -9.58202)  -0.15
H (11.86488, 10.22523, -8.17414)  0.56
C (7.72648, 9.47205, -10.22405)  -0.87
O (7.23055, 9.06256, -8.96229)  -0.47
H (8.77904, 9.89430, -10.07001)  0.15
H (7.16968, 10.25959, -10.67998)  0.29
H (7.76215, 8.72444, -10.96756)  0.56
H (6.41942, 8.59085, -9.13567)  0.21
C (12.55538, 13.68469, -7.83484)  0.41
O (13.82396, 13.50274, -7.31169)  -0.63
H (12.02735, 14.31087, -7.15753)  -0.17
H (12.17807, 12.65338, -7.75523)  -0.30
H (12.68400, 14.15916, -8.82617)  0.32
H (14.03974, 12.50832, -7.31165)  0.35
C (11.78357, 10.48514, -5.33101)  0.36
O (11.46530, 9.84020, -6.47960)  -0.32
H (11.05377, 10.93247, -4.81455)  -1.11
H (12.64298, 11.05947, -5.45970)  0.53
H (11.98855, 9.58215, -4.69782)  0.29
H (10.61880, 9.41428, -6.39817)  -0.45
C (5.30228, 8.22108, -6.76057)  -0.72
O (6.02690, 6.92538, -6.95756)  -0.54
H (4.46062, 8.47632, -7.49341)  0.28
H (5.88624, 9.07342, -6.57751)  0.13
H (4.76901, 7.94424, -5.81741)  0.43
H (6.38952, 6.78019, -6.08201)  0.30
C (4.83546, 11.29702, -8.77236)  -0.44
O (4.09053, 12.17753, -7.90726)  -0.58
H (4.54881, 11.48189, -9.78856)  0.54
H (4.54523, 10.32373, -8.54920)  0.22
H (5.85767, 11.30000, -8.93214)  -0.15
H (4.45946, 13.00947, -8.03367)  0.27
C (10.23544, 11.70358, -11.70237)  -0.92
O (10.33254, 12.22273, -10.45442)  -0.52
H (11.02708, 12.14366, -12.30629)  0.28
H (9.40441, 12.15380, -12.17866)  0.45
H (10.26557, 10.63155, -11.73578)  0.30
H (10.03136, 13.10089, -10.54288)  0.19
C (7.36013, 13.63139, -10.61923)  -0.15
O (8.26410, 14.17695, -9.71697)  -0.33
H (6.36543, 13.73174, -10.20361)  0.12
H (7.63469, 12.57585, -10.76661)  -0.29
H (7.35150, 14.10192, -11.55751)  0.53
H (8.48946, 15.06409, -9.99305)  0.22
C (7.33076, 14.95148, -3.77963)  -0.58
O (8.32158, 14.09429, -3.32688)  -0.46
H (6.78750, 15.28059, -2.97861)  0.61
H (6.61087, 14.46710, -4.42379)  -0.05
H (7.75659, 15.84308, -4.26275)  0.24
H (8.80571, 14.66932, -2.69596)  0.26
C (6.14330, 14.64049, -7.05796)  1.39
O (5.08749, 14.69059, -8.01024)  -0.71
H (7.03732, 14.34138, -7.62913)  -0.27
H (6.05446, 14.00182, -6.26048)  -1.23
H (6.26769, 15.70402, -6.66867)  0.28
H (5.28660, 15.46022, -8.62469)  0.37

The HOMO energy is -8.755 eV. The value obtained for the LUMO energy is -0.03 eV. As for the gap between HOMO and LUMO: 8.7 eV. As for the total energy: -59777.09054 eV. The value obtained for the molar mass is 624.85 g mol⁻¹. Its total charge is 0.

---

2.
# C22H78F3O20

A cluster of 19 separate species, C22H78F3O20 in total in a non-equilibrium geometry (ωB97M-V/def2-TZVPD, OMol25).

Last column: Mulliken charge in e.
CARTESIAN COORDINATES (ANGSTROEM)
C (13.93800, 15.64600, -20.55300)  0.07
C (14.20800, 17.14800, -20.83300)  1.17
O (14.95600, 17.78900, -19.84500)  2.11
C (14.73500, 19.16800, -19.88200)  -0.08
O (15.15000, 19.72600, -18.61900)  0.69
C (15.54200, 19.93800, -20.86500)  -0.74
F (16.90500, 19.70500, -20.78800)  -0.48
F (15.27300, 19.58800, -22.07600)  -0.22
F (15.30600, 21.32500, -20.77600)  -0.23
H (13.17200, 15.28400, -21.17900)  -0.84
H (13.49100, 15.53900, -19.55300)  0.28
H (14.76500, 14.98600, -20.68000)  -0.25
H (13.33100, 17.71600, -21.09400)  -0.27
H (14.86200, 17.07100, -21.71400)  -0.23
H (13.69800, 19.54700, -19.92400)  0.20
C (10.54500, 14.28800, -23.70200)  -0.28
O (10.87400, 15.21600, -24.60600)  -0.46
H (11.41100, 14.18400, -23.06200)  -0.17
H (10.55200, 13.39400, -24.31100)  0.38
H (9.68100, 14.48700, -23.14300)  0.31
H (10.05200, 15.49500, -24.92800)  0.25
C (11.16100, 16.58100, -18.39800)  -0.03
O (10.77600, 17.44300, -17.37300)  -0.69
H (11.95900, 15.89800, -18.07200)  0.29
H (11.69100, 17.19000, -19.14200)  -0.17
H (10.28300, 16.12800, -18.86100)  0.20
H (11.49500, 18.08300, -17.30600)  0.46
C (14.42800, 21.44500, -15.67600)  -0.54
O (14.96100, 20.20100, -15.98300)  -0.77
H (13.35100, 21.33400, -15.59200)  0.16
H (14.61500, 22.09700, -16.52600)  -0.04
H (14.86200, 21.71500, -14.75400)  0.47
H (14.88500, 20.11200, -16.94500)  -0.01
C (11.96700, 20.88900, -22.02700)  0.46
O (11.05400, 21.95100, -22.23100)  -0.61
H (11.62900, 20.06900, -21.42200)  -0.24
H (12.93100, 21.29700, -21.79400)  0.20
H (11.98500, 20.46100, -23.09500)  0.03
H (10.89000, 22.32200, -21.38300)  0.34
C (17.85600, 17.04000, -21.78400)  -0.28
O (17.48300, 17.93100, -22.78300)  -0.62
H (17.14400, 17.09300, -20.93500)  0.00
H (18.88200, 17.28300, -21.42600)  0.40
H (17.78700, 16.03800, -22.16300)  0.10
H (17.27700, 18.75500, -22.32900)  0.38
C (14.72300, 12.05000, -19.90000)  0.54
O (14.79400, 11.02900, -18.96200)  -0.61
H (15.14200, 13.10800, -19.80300)  -0.19
H (13.65100, 12.16800, -19.92700)  -0.32
H (15.12200, 11.72800, -20.84300)  0.14
H (14.08700, 10.43100, -19.28600)  0.38
C (17.10300, 13.24800, -21.95100)  0.25
O (17.64500, 13.79700, -23.11800)  -0.67
H (17.29100, 12.16100, -21.93900)  0.43
H (16.03100, 13.47600, -22.03000)  -0.45
H (17.43400, 13.69300, -21.00500)  0.06
H (16.91700, 14.30900, -23.47900)  0.50
C (17.33500, 14.46200, -18.53800)  -0.01
O (17.72300, 15.16100, -17.40200)  -0.66
H (17.72000, 13.44700, -18.59500)  0.46
H (17.49400, 15.11700, -19.33000)  -0.17
H (16.23700, 14.27600, -18.52900)  0.05
H (17.08300, 15.86200, -17.45600)  0.31
C (15.54700, 15.27300, -25.26000)  -0.88
O (15.39600, 15.20000, -23.85400)  -0.27
H (14.81000, 14.59900, -25.69700)  0.27
H (16.55600, 15.06500, -25.55200)  0.37
H (15.26300, 16.24100, -25.73100)  0.28
H (14.65300, 15.80700, -23.77800)  -0.19
C (13.84000, 22.84800, -19.03100)  -0.13
O (13.12500, 23.79100, -18.26000)  -0.60
H (14.06800, 21.95700, -18.43700)  -0.03
H (14.79300, 23.30600, -19.26200)  0.38
H (13.36500, 22.51000, -19.97700)  0.18
H (13.65100, 23.88200, -17.43500)  0.37
C (11.87200, 20.41400, -17.97000)  -0.57
O (12.60600, 19.35300, -17.59900)  -0.49
H (11.95300, 20.83100, -19.00600)  -0.04
H (11.93100, 21.16800, -17.18900)  0.24
H (10.86000, 20.06300, -17.96700)  0.51
H (13.53000, 19.42300, -17.97300)  -0.08
C (18.04300, 18.44300, -17.62200)  -0.39
O (17.49900, 17.54400, -18.49000)  -0.50
H (17.24500, 18.94900, -17.16000)  0.04
H (18.73500, 19.21200, -18.05700)  0.16
H (18.57100, 17.96900, -16.76100)  0.38
H (16.91700, 18.06400, -19.06600)  -0.27
C (11.13600, 13.48800, -19.80500)  -0.81
O (10.86400, 12.18700, -19.54800)  -0.58
H (11.62300, 13.94600, -18.94400)  0.19
H (10.26900, 14.05000, -19.89400)  0.61
H (11.74400, 13.73000, -20.70500)  0.18
H (10.28500, 11.88800, -20.24000)  0.34
C (13.42600, 12.23000, -23.41600)  -0.97
O (13.61300, 13.29500, -22.56600)  0.38
H (12.48500, 12.26800, -23.96000)  0.18
H (13.30000, 11.22300, -22.96700)  0.30
H (14.24600, 12.15500, -24.14900)  0.31
H (13.86200, 14.01300, -23.16900)  -0.12
C (10.47100, 17.30100, -21.69600)  0.33
O (9.27700, 17.26000, -21.05300)  -0.57
H (10.90100, 18.20400, -21.30800)  -0.34
H (10.57200, 17.34800, -22.77100)  0.22
H (10.84500, 16.34500, -21.30400)  -0.22
H (8.78400, 16.45700, -21.37400)  0.36
C (13.41200, 17.73700, -24.40500)  -0.83
O (13.06400, 16.49000, -23.78500)  0.01
H (12.60300, 18.42200, -24.31500)  0.22
H (13.48800, 17.63200, -25.49200)  0.41
H (14.42100, 18.12700, -24.11600)  0.25
H (12.27500, 16.19800, -24.25500)  0.10
C (17.60700, 21.86000, -17.32300)  -0.29
O (17.51900, 21.16900, -16.05200)  -0.64
H (17.06100, 21.25400, -18.09100)  -0.15
H (18.66300, 22.06100, -17.60500)  0.31
H (17.03000, 22.77800, -17.32000)  0.28
H (16.61400, 21.03300, -15.79600)  0.39
C (14.46100, 16.95300, -16.65400)  -0.73
O (14.80200, 16.18200, -17.71500)  -0.64
H (14.91700, 17.91100, -16.72100)  0.12
H (14.65900, 16.52900, -15.73300)  0.58
H (13.37500, 17.06500, -16.57300)  0.05
H (14.86700, 16.77200, -18.48000)  0.28

The HOMO energy is -6.464 eV. The value obtained for the LUMO energy is 1.34 eV. As for the gap between HOMO and LUMO: 7.8 eV. As for the total energy: -73171.86612 eV. The value obtained for the molar mass is 719.84 g mol⁻¹. Its total charge is -1.